A molecular structure, C26H23N2O5OsS2 in a non-equilibrium geometry, computed with ωB97M-V with the def2-TZVPD basis set.

Positions of all 59 atoms, in Å:
Os -0.055079 0.350376 0.266081
C 1.216926 -1.493883 4.126341
O 2.508401 -0.887987 4.108942
C 3.137130 -0.646465 2.917670
C 4.508198 -0.617711 2.969573
C 5.277545 -0.344164 1.826979
C 4.648676 -0.098397 0.639608
C 3.240254 -0.095746 0.540889
C 2.688575 0.226325 -0.735643
N 1.442315 0.458181 -1.007059
N 1.105677 0.804213 -2.308112
C -0.173383 1.057617 -2.412591
O -1.003684 1.044177 -1.427674
C -0.702379 1.342753 -3.769291
C 0.100139 1.888764 -4.765789
C -0.423261 2.104616 -6.031613
C -1.740336 1.763662 -6.312234
C -2.543521 1.223679 -5.316855
C -2.026890 1.018015 -4.046073
C 2.446454 -0.370081 1.697666
O 1.164034 -0.364779 1.703736
H 0.437984 -0.823858 3.772915
H 1.037311 -1.751775 5.169816
H 1.203159 -2.400231 3.516596
H 4.979199 -0.801836 3.927243
H 6.357651 -0.332709 1.891448
H 5.227064 0.132851 -0.247988
H 3.383343 0.323547 -1.564936
H 1.125440 2.140723 -4.531865
H 0.195554 2.541214 -6.806102
H -2.141067 1.923462 -7.305994
H -3.572070 0.962234 -5.532669
H -2.625931 0.591284 -3.252529
C -0.385175 1.963840 4.609413
C -0.096432 2.046894 3.124735
S -1.346045 1.466004 2.055989
C 1.019035 2.571806 2.647004
C 2.104369 3.121692 3.541029
S 1.310998 2.673641 0.935910
H -1.330081 1.445968 4.772232
H -0.460697 2.959359 5.056533
H 0.406108 1.415957 5.128092
H 1.698793 3.553303 4.456701
H 2.669883 3.885910 3.004958
H 2.803701 2.324122 3.813456
O -0.604534 -1.517165 -1.037022
C -1.648423 -1.590560 -0.353987
O -1.740735 -0.966947 0.738968
C -2.817723 -2.412857 -0.805365
C -4.013485 -2.368834 -0.096871
C -5.095514 -3.129308 -0.513949
C -4.985652 -3.935470 -1.640025
C -3.792033 -3.977683 -2.349346
C -2.711540 -3.212997 -1.936451
H -4.071211 -1.728422 0.773308
H -6.024239 -3.098810 0.042016
H -5.832317 -4.526152 -1.967891
H -3.705806 -4.613830 -3.221507
H -1.774676 -3.217533 -2.478418

Atoms 1-2, force components in eV/Å:
0.18 1.57 0.89
-0.07 -0.05 0.07

As for the orbital gap: 5.877 eV. Its HOMO energy is -3.7 eV. The energy above the lowest of the compared OMol25 structures with the same formula, charge and spin is 35.5 kcal/mol. As for the charge: -1.

=====

6 unconnected molecules or ions with the total composition C35H44BFO20 in a non-equilibrium geometry, computed with ωB97M-V with the def2-TZVPD basis set.

Positions of all 101 atoms, in Å:
C -0.143965 7.304468 -2.899071
C -0.639462 5.934479 -3.434376
C -1.830304 5.788046 -4.248963
C -2.214130 4.447240 -4.705451
C -1.463444 3.235972 -4.338984
C -1.968063 1.862336 -4.880802
C -3.458466 1.861376 -5.374655
C -1.811027 0.663146 -3.860229
C -0.252267 3.390131 -3.511743
O 0.525076 2.288886 -3.166836
C 0.931037 2.297462 -1.792623
C 0.745863 0.905086 -1.097114
C 1.679165 -0.076247 -1.067790
B 3.099130 0.069144 -1.801795
O 4.228032 0.694052 -1.275379
O 3.226291 -0.458351 -3.106777
C 1.395657 -1.413813 -0.302402
O 2.138046 -2.339276 -0.563856
C 0.204167 -1.482995 0.669100
C -0.067626 -2.616767 1.703448
C 1.168154 -3.528027 2.049502
C 0.591544 -4.793270 2.816569
F 0.046667 -4.457811 4.075308
C -0.723188 -0.481730 0.595318
C -0.641702 0.694492 -0.397225
O -1.559732 1.422805 -0.673677
C 0.111360 4.739371 -3.116050
H 0.612667 7.094069 -2.091226
H -0.976279 7.851277 -2.375348
H 0.360837 7.937915 -3.665400
H -2.432136 6.678456 -4.552803
H -3.125025 4.423733 -5.356216
H -1.337421 1.629281 -5.788832
H -4.117367 2.479191 -4.705274
H -3.558892 2.289800 -6.403578
H -3.900682 0.835416 -5.386251
H -0.743706 0.341040 -3.752409
H -2.305240 0.867398 -2.881906
H -2.362341 -0.206885 -4.320509
H 0.364731 3.026652 -1.153021
H 2.000990 2.644239 -1.761783
H 4.941089 0.576759 -1.932579
H 2.327955 -0.676365 -3.408876
H -0.933994 -3.262178 1.411708
H -0.375239 -2.118217 2.665744
H 1.858021 -3.042664 2.796721
H 1.708016 -3.945754 1.168960
H 1.311565 -5.645003 2.855565
H -0.275951 -5.152412 2.188717
H -1.611036 -0.510621 1.269483
H 1.048053 4.876150 -2.514446
O 4.310565 -6.545512 2.570623
C 4.607873 -5.461110 2.181503
O 4.911824 -4.410198 2.992559
C 5.428282 -3.370419 2.165449
C 4.839435 -3.692353 0.820361
O 4.685240 -5.109364 0.870913
H 5.121079 -2.392078 2.533593
H 6.520078 -3.423756 2.169618
H 3.859192 -3.236556 0.672420
H 5.492157 -3.401160 -0.001620
O -5.195065 4.544344 -6.090102
C -6.168720 4.332501 -5.437961
O -7.386424 4.888440 -5.675027
C -8.328062 4.222639 -4.838062
C -7.468094 3.694454 -3.723418
O -6.207638 3.505764 -4.359813
H -9.092015 4.914404 -4.485768
H -8.808313 3.425469 -5.411064
H -7.348800 4.413373 -2.909067
H -7.841711 2.756494 -3.314817
O -5.647611 -4.297788 7.223755
C -4.661210 -4.765974 6.750016
O -4.646749 -5.828553 5.898569
C -3.323322 -5.939440 5.379676
C -2.494795 -5.260599 6.432741
O -3.403308 -4.310125 6.988869
H -3.046632 -6.983427 5.238682
H -3.277593 -5.427191 4.414576
H -2.174396 -5.945676 7.219870
H -1.618610 -4.764302 6.017971
O 2.853943 5.390525 -1.455612
C 3.840747 4.889236 -1.895404
O 3.847930 3.813392 -2.725829
C 5.178450 3.658335 -3.209279
C 5.999244 4.336054 -2.146708
O 5.102548 5.317095 -1.632534
H 5.429524 2.604811 -3.324860
H 5.260794 4.150849 -4.181103
H 6.281561 3.656874 -1.338189
H 6.898428 4.802768 -2.546620
O -0.274380 -6.255111 8.726390
C 0.554021 -5.416595 8.563764
O 1.317651 -4.886113 9.554716
C 2.329821 -4.097436 8.934486
C 1.718516 -3.756628 7.603125
O 0.857707 -4.864433 7.358578
H 2.553802 -3.213996 9.530903
H 3.236779 -4.699421 8.837498
H 1.118567 -2.843636 7.638686
H 2.462265 -3.660356 6.813060

Atoms 1-2, force components in eV/Å:
0.10 -0.75 0.88
-0.68 -1.32 -0.78

As for the orbital gap: 6.365 eV. Its HOMO energy is -7.9 eV. The energy above the lowest of the compared OMol25 structures with the same formula, charge and spin is 0.0 kcal/mol. As for the SMILES: Cc1ccc(C(C)C)c(OCC2=C(B(O)O)C(=O)C(CCCF)=CC2=O)c1.O=C1OCCO1.O=C1OCCO1.O=C1OCCO1.O=C1OCCO1.O=C1OCCO1. As for the charge: 0.

=====

A molecular structure, C26H20AgAsN2OS3, computed with ωB97M-V with the def2-TZVPD basis set.

Positions of all 54 atoms, in Å:
Ag -0.446735 0.175906 0.854442
S 0.704249 -1.623660 7.482632
C 0.193849 -0.607461 6.275198
S -0.884679 -1.110779 5.021636
C -0.762494 0.431345 4.234008
N -0.004850 1.264126 4.856531
N 0.514852 0.685317 6.004704
C 1.382366 1.530049 6.769737
C 1.412784 1.452123 8.152890
C 2.256936 2.296390 8.861668
C 3.062463 3.211562 8.202905
C 3.013498 3.287153 6.816354
C 2.176366 2.451018 6.096620
S -1.662592 0.794440 2.781963
H 0.789826 0.740537 8.671879
H 2.277802 2.231528 9.942043
H 3.719672 3.863824 8.763455
H 3.632994 4.000432 6.287123
H 2.125233 2.510564 5.019031
O -0.238181 0.048559 -1.293495
As -1.149113 0.485613 -2.614758
C -1.556158 -1.086918 -3.628038
C -2.352655 -1.992640 -2.927154
C -2.708666 -3.197328 -3.508888
C -2.273700 -3.502482 -4.791946
C -1.482259 -2.603901 -5.489957
C -1.118742 -1.394710 -4.910110
C -2.863037 1.207370 -2.169191
C -3.295776 1.309404 -0.853788
C -4.551931 1.845572 -0.589701
C -5.357944 2.270481 -1.634777
C -4.918998 2.163883 -2.951749
C -3.669885 1.632171 -3.221811
C -0.262338 1.922671 -3.516855
C -0.171278 3.076656 -2.737831
C 0.475801 4.196656 -3.231282
C 1.032075 4.171240 -4.503525
C 0.942259 3.025912 -5.279026
C 0.297281 1.897363 -4.788091
H -2.696200 -1.760396 -1.926286
H -3.325479 -3.896864 -2.960647
H -2.553131 -4.443628 -5.247152
H -1.140596 -2.841749 -6.488708
H -0.494468 -0.717948 -5.471023
H -2.672221 0.976806 -0.031442
H -4.888355 1.926958 0.435512
H -6.334921 2.688653 -1.427582
H -5.550861 2.496757 -3.765238
H -3.328472 1.552373 -4.248527
H -0.603382 3.103723 -1.744643
H 0.545042 5.088368 -2.622630
H 1.536765 5.047166 -4.889723
H 1.377521 3.004264 -6.269449
H 0.249863 1.016833 -5.408309

Atoms 1-2, force components in eV/Å:
-0.16 0.09 0.01
-0.02 0.08 -0.06

As for the orbital gap: 7.189 eV. Its HOMO energy is -7.3 eV. As for the charge: 0.

=====

Which value of charge does entry 3 give? 0